53
Properties=species:S:1:pos:R:3:forces:R:3 method="wB97M-V/def2-TZVPD" largest_force_ev_per_a=3.05 charge=+1 lumo_ev="-2.87 / -4.85" e_above_lowest_kcal_mol=4.88 gap_ev="7.45 / 6.58" s_squared=2.0415 homo_ha="-0.37918 / -0.42005" spin_multiplicity=3
Ti 0.02047 -0.09383 -0.66841 -0.01 -2.62 -1.56
P 2.25012 -0.89057 0.10214 0.08 -0.97 -0.62
C 1.83616 -2.65309 -0.32825 0.41 -0.03 1.21
C 0.43312 -3.03679 0.05970 -0.37 -0.41 -0.88
N -0.52878 -2.08480 -0.01787 -0.27 -0.34 0.83
C -1.82113 -2.40728 0.22506 -0.01 -0.27 -0.05
C -2.19854 -3.72717 0.46191 -0.30 0.09 -0.16
C -1.24081 -4.73566 0.43193 0.16 0.25 0.13
C 0.09076 -4.37805 0.22765 -0.07 -0.04 0.38
C -2.88118 -1.31586 0.21955 -0.44 -0.09 0.12
P -2.39105 0.19978 -0.68398 0.03 -0.07 -0.19
H 0.88101 -5.12453 0.20861 -0.19 0.11 0.03
H -3.25969 -3.94591 0.61700 0.47 0.01 0.00
H -1.53339 -5.77749 0.58846 0.16 0.37 -0.12
H -3.79922 -1.69658 -0.25446 0.17 -0.06 0.36
H -3.13540 -1.01206 1.25121 0.15 -0.25 -0.28
H 1.91874 -2.72477 -1.40264 0.04 0.22 -0.40
H 2.57505 -3.37432 0.04255 -0.19 0.08 0.21
H 1.11880 -1.85362 -3.07247 -0.14 0.35 -0.11
O 1.91649 -2.36915 -3.27457 -0.46 -1.54 -0.48
H 1.57386 -3.28155 -3.45676 0.55 1.20 0.00
H 0.50125 1.48194 -0.99313 0.43 1.86 0.87
O 0.06696 -0.43281 -2.50902 0.31 0.57 -0.53
H 0.15710 0.17682 -3.25887 -0.01 -0.40 0.31
C -2.97532 -0.13275 -2.36959 -0.37 0.02 -0.10
H -4.04942 -0.34125 -2.35352 0.05 0.07 -0.14
H -2.77890 0.74737 -2.99436 -0.05 -0.25 0.08
H -2.43896 -0.99352 -2.78773 -0.09 0.28 0.15
C -3.41620 1.53827 -0.03984 -0.35 0.06 0.09
H -3.18761 2.45503 -0.60916 -0.12 -0.35 0.28
H -4.48116 1.28272 -0.15639 0.29 0.23 0.11
H -3.17881 1.69398 1.02492 -0.09 0.01 -0.41
C 2.91198 -0.87753 1.78474 0.18 0.06 0.13
H 3.87600 -1.40422 1.84549 -0.30 0.14 -0.05
H 3.06544 0.18676 2.03187 -0.12 -0.46 0.18
H 2.19611 -1.35114 2.47441 0.23 0.36 -0.17
C 3.64868 -0.51166 -0.98660 0.31 0.00 0.08
H 3.99554 0.49294 -0.71378 -0.01 -0.16 -0.25
H 4.47357 -1.21980 -0.84745 -0.11 0.12 0.01
H 3.33490 -0.54567 -2.03761 0.02 0.10 0.32
C 0.17736 1.13473 0.87374 -0.03 2.32 1.84
C 0.23941 1.95381 1.82899 -0.02 -0.41 -1.27
C 0.31489 3.03808 2.72719 0.12 0.64 0.83
C 1.40640 3.17065 3.63140 -0.20 -0.07 -0.44
C 1.57233 4.34106 4.36457 -0.01 -0.14 -0.02
C 0.64507 5.38692 4.24853 -0.06 -0.47 -0.20
C -0.48081 5.23724 3.42754 -0.01 -0.06 -0.02
C -0.65853 4.07525 2.68805 0.22 -0.40 -0.21
H 2.11509 2.33579 3.70223 -0.23 0.50 0.02
H 2.44189 4.43754 5.02186 -0.39 0.02 -0.23
H 0.79448 6.30604 4.80510 -0.03 -0.11 -0.06
H -1.22309 6.03535 3.34689 0.30 -0.25 0.10
H -1.52565 3.93725 2.03200 0.38 0.19 0.27